(1)
Here is a structure of composition C24H37As3N3O2Se2Te2V at a distorted geometry from the Open Molecules 2025 dataset. Energies are from ωB97M-V/def2-TZVPD.

Geometry as XYZ:
```
74
Properties=species:S:1:pos:R:3:forces:R:3:mulliken_charge:R:1
Te 2.794 -5.785 -0.270 -0.432 -0.522 -0.305 -0.3146
Te 5.341 -3.355 -1.468 0.280 0.198 -0.585 -0.3935
Se 3.657 -2.107 -0.191 3.691 0.719 1.330 -0.2734
Se 1.930 -3.498 0.170 -0.615 -3.571 2.099 -0.4930
As -0.814 -2.247 0.338 -0.272 -1.468 0.796 1.3685
As -2.940 2.605 0.809 -0.002 -0.039 0.181 0.2487
As -0.359 0.421 -1.516 -0.177 0.303 -0.857 1.7610
V 1.471 -1.378 -0.639 -3.684 -0.489 -0.995 -0.3059
O 3.050 3.332 1.084 0.096 0.171 0.294 -0.6840
O 1.401 -0.507 1.121 0.004 0.466 0.995 -0.7977
N 2.391 0.183 -1.048 0.325 1.496 -0.809 1.3845
N 1.861 -1.765 -2.565 0.468 -0.079 -1.641 0.8595
N 2.565 1.062 -0.062 0.316 0.998 1.341 -1.8304
C -2.655 -1.669 0.046 -0.507 -0.076 0.031 -2.4200
C -2.973 -0.198 -0.203 -0.165 0.117 -0.026 2.5670
C -4.633 2.631 1.810 -0.053 -0.012 0.075 -1.2447
C 2.451 -3.173 -4.414 -0.119 0.063 0.047 -1.0609
C 2.588 2.839 4.640 0.034 0.083 -0.134 -0.3793
C 1.845 -2.949 -3.201 -0.215 -0.276 0.046 -0.3259
C 3.115 -2.107 -5.041 -0.060 0.264 0.253 -0.3143
C -0.123 2.315 -1.106 -0.048 0.252 0.115 -1.4018
C -1.845 3.164 2.343 0.029 0.019 0.083 -1.0148
C 2.061 1.556 4.689 -0.050 -0.053 0.229 -1.0488
C 2.214 1.403 2.284 -0.021 0.288 0.232 0.1078
C 3.185 -0.895 -4.401 -0.131 -0.204 -0.238 -1.2889
C 1.877 0.848 3.521 -0.003 -0.016 -0.195 -0.3863
C 2.037 0.612 1.074 0.425 0.257 -0.960 1.1730
C 2.732 2.712 2.238 -0.089 -0.058 -0.130 0.3986
C 2.789 0.379 -2.295 0.467 0.192 -0.685 -0.6249
C 2.590 -0.738 -3.136 0.128 -0.016 0.226 0.6452
C -4.494 -0.087 -0.367 0.067 0.091 -0.050 -2.3347
C -2.320 0.282 -1.491 -0.323 0.143 -0.266 -2.1676
C -0.706 -2.159 2.294 0.058 0.136 0.304 -1.0822
C -0.305 0.677 -3.464 0.016 -0.043 -0.229 -1.6196
C -1.287 -4.186 0.334 0.164 -0.011 -0.204 -1.2764
C -2.517 0.668 0.969 0.214 0.006 0.233 -0.2698
C 2.910 3.412 3.424 0.064 0.070 0.045 -0.7136
H 2.997 2.659 0.363 -0.035 -0.232 -0.094 0.6371
H -2.606 -0.391 -2.311 0.136 0.078 0.081 0.5472
H -4.841 -0.763 -1.151 -0.023 0.027 -0.012 0.4597
H -0.544 -4.791 0.877 -0.155 0.394 -0.212 0.4441
H -1.421 0.591 1.068 -0.177 0.098 0.079 -1.0552
H 2.438 -4.166 -4.834 -0.026 -0.051 -0.071 0.4371
H -0.476 -0.258 -4.006 0.062 0.083 0.211 0.3141
H -4.550 2.043 2.722 0.019 -0.063 0.078 0.3382
H 1.811 1.110 5.640 -0.023 -0.056 0.080 0.4340
H -5.002 -0.351 0.564 -0.044 0.024 -0.002 0.4497
H 2.762 3.396 5.549 -0.025 0.045 0.105 0.3955
H -4.772 0.933 -0.649 -0.068 -0.092 0.035 0.4306
H -0.670 -1.121 2.631 0.014 -0.086 -0.062 0.0824
H -2.257 -4.309 0.824 0.040 0.092 -0.047 0.4215
H 0.650 1.095 -3.791 -0.111 -0.118 0.189 0.4119
H -3.229 -2.015 0.917 0.094 -0.015 -0.079 0.6613
H 3.739 -0.064 -4.811 0.078 0.045 -0.096 0.4521
H 0.203 -2.667 2.656 -0.293 0.194 -0.388 0.3607
H 3.318 1.278 -2.598 0.015 -0.099 0.044 0.3393
H 3.334 4.402 3.360 0.023 0.155 0.029 0.4486
H 1.485 -0.162 3.538 0.032 0.045 -0.049 0.4397
H 3.605 -2.252 -5.991 0.065 -0.004 -0.100 0.3967
H -5.466 2.251 1.222 0.039 -0.031 -0.086 0.3650
H -1.347 -4.581 -0.687 0.024 0.148 0.175 0.3266
H -1.098 1.381 -3.720 -0.054 0.019 -0.019 0.5105
H -2.950 0.294 1.907 0.070 0.077 -0.057 1.1046
H -0.942 2.869 -1.571 0.056 0.000 0.021 0.5781
H -0.126 2.513 -0.032 0.073 -0.070 -0.135 -0.1417
H 1.335 -3.763 -2.678 0.168 0.252 -0.167 0.3643
H -2.110 4.182 2.627 -0.060 0.042 -0.043 0.4288
H -0.778 3.150 2.127 0.001 -0.072 -0.119 0.1436
H -4.859 3.661 2.082 0.032 0.062 -0.003 0.4319
H 0.827 2.665 -1.517 -0.059 -0.189 0.075 0.5294
H -2.031 2.511 3.195 -0.009 -0.059 0.026 0.3527
H -1.582 -2.653 2.724 0.038 0.037 -0.103 0.5300
H -3.016 -2.252 -0.815 0.108 0.061 0.127 0.4877
H -2.712 1.277 -1.742 0.098 -0.141 -0.061 0.6954
```
Positions in Å, forces in eV/Å.

Values from the calculation:
LUMO energy (alpha / beta)	2.2 / 2.1	eV
frontier orbital gap (alpha / beta)	4.97 / 5.38	eV
ΔE to the lowest compared entry with this formula, charge and spin	357.0	kJ/mol
charge	-1
HOMO (alpha / beta)	-2.8 / -3.3	eV
2S+1	4
⟨S²⟩	3.80

(2)
Here is the molecule C2H2Cl3NO at a distorted geometry from the Open Molecules 2025 dataset. Energies are from ωB97M-V/def2-TZVPD.

Geometry as XYZ:
```
9
Properties=species:S:1:pos:R:3:forces:R:3:mulliken_charge:R:1
Cl -1.021 -1.572 1.290 -0.072 -1.460 0.396 -0.1284
Cl -2.001 -0.270 -1.709 -0.101 -0.598 -0.334 -0.1076
Cl -2.077 1.018 1.291 -0.714 0.951 -0.227 -0.0951
O -0.594 1.983 -1.876 0.583 0.172 0.525 -0.2695
N 0.016 1.324 -1.080 0.418 1.665 -1.331 0.0473
C -0.475 0.003 -0.907 -0.576 -1.436 2.157 -0.0265
C -0.777 0.042 0.772 4.224 0.244 -1.015 -0.0998
H 0.336 -0.758 -1.264 -1.452 1.316 1.190 0.3568
H 0.228 0.444 1.288 -2.309 -0.855 -1.361 0.3227
```
Positions in Å, forces in eV/Å.

Values from the calculation:
LUMO energy	-0.7	eV
frontier orbital gap	9.32	eV
ΔE to the lowest compared entry with this formula, charge and spin	282.2	kJ/mol
HOMO	-10.0	eV
2S+1	1
structure (SMILES)	O=N[C@H](Cl)C(Cl)Cl

(3)
Here is a structure of composition C22H24FN2PdS2Si from the Open Molecules 2025 dataset. Energies are from ωB97M-V/def2-TZVPD.

Geometry as XYZ:
```
53
Properties=species:S:1:pos:R:3:forces:R:3:mulliken_charge:R:1
Pd -0.029 -1.340 -1.370 0.570 -0.264 -0.473 -0.0144
S 1.825 0.520 1.478 0.099 -0.618 0.113 -0.1745
S 2.199 -3.268 -2.027 0.173 -0.226 -0.014 -0.3611
Si -2.682 0.194 -0.988 -0.118 -0.234 -0.133 0.4081
F -1.286 -3.959 -1.722 0.071 0.043 0.003 -0.1905
N 1.201 0.150 0.064 -0.544 0.124 -0.328 -0.2275
N -2.363 -1.378 -1.579 0.245 0.122 0.311 -0.3624
C 1.962 2.151 1.947 0.008 0.592 -0.198 0.5562
C -3.381 -4.912 -1.996 -0.068 -0.035 -0.013 -0.7091
C 0.891 4.002 3.123 0.144 0.223 -0.109 -0.3344
C 2.555 4.461 1.407 -0.014 0.028 0.038 -0.3951
C -4.474 0.813 -1.110 -0.150 -0.011 -0.013 -1.3289
C 1.017 2.661 2.900 0.134 -0.048 -0.094 -0.6226
C 3.586 0.100 1.310 -0.076 -0.061 0.048 -0.0616
C 4.528 0.533 2.234 0.153 0.055 0.042 -0.2771
C 3.951 -0.764 0.292 0.177 -0.064 -0.088 -0.1639
C 1.434 -1.912 -2.377 -0.666 0.276 0.285 -0.1532
C 5.274 -1.191 0.190 -0.214 0.024 -0.053 -0.4261
C 6.218 -0.763 1.110 0.099 0.006 0.038 -0.3243
C -5.347 -3.581 -1.980 0.051 0.065 0.013 -0.8069
C -2.265 0.306 0.834 0.053 0.039 0.145 -0.6880
C -4.570 -2.445 -1.800 0.011 -0.026 -0.009 0.0777
C 5.845 0.102 2.133 -0.122 0.052 0.036 -0.5096
C -2.625 -3.780 -1.814 -0.014 -0.058 -0.002 0.4292
C -4.773 -4.840 -2.085 0.087 0.042 0.010 -0.3598
C 1.669 4.952 2.387 -0.076 -0.223 0.066 -0.6287
C -3.146 -2.460 -1.710 -0.163 0.031 -0.035 0.0921
C -1.694 1.465 -1.953 0.087 0.087 -0.103 -0.9179
C 2.712 3.119 1.165 -0.201 -0.051 0.259 -0.6330
H 0.401 1.958 3.453 0.002 -0.022 -0.030 0.2833
H 4.219 1.229 3.005 0.019 -0.018 0.019 0.3900
H 5.556 -1.864 -0.611 -0.028 -0.008 -0.002 0.4056
H -2.860 -5.861 -2.064 0.018 0.013 0.011 0.3760
H -5.142 0.247 -0.453 -0.015 0.049 -0.013 0.3385
H 3.404 2.778 0.403 -0.011 -0.026 -0.007 0.3441
H -2.974 -0.288 1.420 0.019 0.011 0.002 0.3445
H 1.524 0.751 -0.694 0.214 0.088 0.191 0.1645
H -2.284 1.873 -2.781 0.000 -0.013 0.023 0.3390
H 1.540 6.016 2.539 0.005 0.004 0.007 0.3379
H 6.581 0.447 2.850 0.004 0.008 -0.001 0.3459
H -4.852 0.732 -2.134 -0.012 0.035 0.031 0.3266
H 7.246 -1.100 1.031 0.002 0.007 0.003 0.3343
H -1.376 2.291 -1.311 -0.026 -0.002 -0.008 0.3255
H 3.192 -1.095 -0.409 0.063 -0.010 0.029 0.1153
H -5.371 -5.731 -2.228 0.007 -0.002 -0.001 0.3277
H -0.798 1.005 -2.373 0.036 0.021 0.001 0.2250
H -4.524 1.866 -0.813 0.039 -0.017 -0.003 0.3224
H -5.060 -1.485 -1.735 -0.026 -0.017 -0.024 0.1382
H 0.182 4.348 3.868 -0.005 0.007 -0.003 0.3205
H -1.258 -0.082 1.003 0.002 0.013 0.027 0.0486
H -2.283 1.339 1.198 -0.042 -0.035 -0.003 0.2781
H 3.134 5.167 0.816 0.001 -0.001 0.006 0.3184
H -6.426 -3.474 -2.042 0.000 0.025 0.004 0.3571
```
Positions in Å, forces in eV/Å.

Values from the calculation:
LUMO energy (alpha / beta)	4.7 / 4.7	eV
frontier orbital gap (alpha / beta)	3.88 / 5.80	eV
ΔE to the lowest compared entry with this formula, charge and spin	0.0	kJ/mol
charge	-2
HOMO (alpha / beta)	0.8 / -1.1	eV
2S+1	2
⟨S²⟩	0.77

> Which value of 2S+1 does entry 3 give?

2

> Among the records above, which one has the highest 2S+1?

C24H37As3N3O2Se2Te2V